Entry 1:
DFT (ωB97M-V/def2-TZVPD) results for a cluster of 4 separate species, C29H60BFN3O7 in total.

For the molar mass, the calculation gives 592.62 g/mol. As for the LUMO energy: 0.075 Eh. Its highest occupied orbital energy is -4.4 eV. Its charge is -1. The calculation puts the total energy at -1956.72870 Ha. The orbital gap is 0.23657 hartree.

Structure (XYZ):
```
101
Properties=species:S:1:pos:R:3:lowdin_charge:R:1
C 1.44366 4.57576 0.83648 -0.190
H -6.79838 -3.95425 -4.65951 0.079
H -0.14760 -2.27444 2.91889 0.110
N 2.60887 2.43554 1.59951 0.025
H 2.53694 3.08906 -3.89022 0.081
H 0.61078 2.59054 1.08465 0.098
O -0.82657 2.61707 -2.05503 -0.010
C 2.67040 -2.77841 -1.26770 -0.011
C -4.28803 0.39819 0.94245 -0.175
H 5.06930 -3.08585 0.21505 0.083
H 3.10656 -2.54211 -2.24005 0.093
H -1.80737 0.22374 3.36897 0.123
O 1.74857 1.16015 -2.52517 -0.137
H -4.11876 1.45023 0.69410 0.106
H -1.69640 5.22157 -0.03620 0.072
H -1.00707 -2.72642 0.00401 0.048
H 2.89685 2.04629 -1.06725 0.097
C 3.33505 2.37211 2.79670 -0.547
H -3.95535 -2.81924 -5.53448 0.090
H 3.06448 4.18488 3.22313 0.022
H 2.14071 -3.23158 7.09590 0.081
H -2.83002 -0.51969 -2.11806 0.080
H 4.94946 -2.85394 5.63561 0.081
C 3.31256 -1.93024 -0.19878 -0.493
C -0.34608 -0.71901 -3.71616 -0.327
H -1.71670 0.28894 1.60462 0.091
H -1.93035 0.73709 -3.66005 0.126
H -1.08586 -0.04909 -0.30151 0.123
H 5.30690 -1.79986 -0.96454 0.086
H 0.76585 4.13687 -1.17134 0.068
C 0.78439 0.90912 -1.51442 -0.121
H -3.16828 -1.32950 0.16990 0.102
H -4.28473 -0.65742 2.86348 0.108
H 2.40019 -3.55373 5.38477 0.083
C -3.76248 -0.49166 -0.21177 -0.164
H 5.14736 -1.39084 0.76158 0.077
H 2.50108 1.52711 1.17880 0.080
C -4.04532 -3.32377 -4.57116 -0.012
H -1.75911 -2.10648 -2.83088 0.055
H 1.18090 -2.35344 5.87723 0.080
H -0.18382 -1.08727 1.60221 0.105
H -4.19404 -4.38807 -4.76644 0.083
C -2.23716 -0.18407 2.44042 -0.214
H -0.41625 -1.65840 -1.76330 0.048
H 0.89350 -0.13164 -1.17919 0.103
C 1.36676 3.21751 1.56191 -0.201
C 2.89875 1.89231 -2.15334 -0.260
C -3.72421 0.14283 2.35827 -0.163
H -6.56281 -2.39171 -5.43593 0.082
H 0.97020 1.55898 -0.65090 0.117
H -1.50244 -3.82190 1.30624 0.079
H 2.46849 4.67677 0.44852 0.099
C 2.98006 3.22151 -2.89603 -0.059
H 2.42748 4.01464 -2.38806 0.057
C -5.22195 -2.77233 -3.80380 -0.490
H -0.35027 1.37397 -4.08433 0.129
C -2.95737 0.21242 -1.31930 -0.123
C 4.62879 -2.09278 6.34928 -0.025
C -1.02926 4.34959 -0.00262 -0.116
H -5.37611 0.25407 0.99253 0.097
O 2.91988 -0.53915 5.79822 0.072
B -1.68001 3.10294 -0.89534 -0.630
C 2.15796 -2.77107 6.10619 -0.024
C 4.80627 -2.05495 -0.02899 -0.018
H -7.34013 -2.46934 -3.83497 0.079
H 0.22735 -3.60167 0.93639 0.065
H 1.03205 3.36791 2.59858 0.118
H 1.29280 5.37368 1.57584 0.096
O -2.01438 -1.59375 2.38891 -0.164
H 0.49939 5.79970 -0.67448 0.098
C 0.43068 4.75791 -0.33234 -0.217
H 2.85569 -3.83603 -1.06958 0.087
H -2.78824 3.44123 -1.36314 0.093
O -1.74110 1.86427 -0.02464 -0.054
C -1.59779 0.74629 -0.87331 -0.288
H -3.87389 1.04849 2.96028 0.106
C -0.70173 -1.96148 2.01887 -0.281
N 3.88584 1.09565 3.11243 0.095
N 3.53721 3.36011 3.58535 0.114
H 0.74291 -0.66820 -3.83210 0.131
H 4.02207 3.53635 -3.01871 0.067
H -3.53350 1.04525 -1.74720 0.131
H 1.60015 -2.58866 -1.29488 0.053
H 3.24395 0.61809 3.73700 0.058
H -0.14251 -2.77554 -3.11686 0.083
C 3.20377 -1.68084 6.05935 -0.501
H 5.27898 -1.22486 6.27707 0.084
C -0.63312 1.23254 -1.98845 -0.405
C -0.69296 -1.88099 -2.80058 -0.037
H -1.04846 4.00469 1.03912 0.076
O 2.65793 -1.17315 0.47758 0.066
C -6.57312 -2.90269 -4.47166 -0.028
H -3.12898 -3.17639 -4.01069 0.057
H 3.92735 0.54014 2.26861 0.041
H -4.63242 -0.92877 -0.70876 0.080
F -0.84822 -1.06126 -5.00837 -0.070
H 4.69789 -2.52905 7.34764 0.080
O -5.10477 -2.24586 -2.72458 0.082
C -0.74187 -3.09311 0.99873 -0.065
H 3.77908 1.27683 -2.39687 0.108
C -0.86671 0.68503 -3.40737 -0.045
```

Entry 2:
DFT (ωB97M-V/def2-TZVPD) results for a structure of composition C4H3LiNaO6 in a non-equilibrium geometry.

For the molar mass, the calculation gives 176.99 g/mol. As for the LUMO energy (alpha / beta): 0.052 / 0.052 Eh. Its highest occupied orbital energy (alpha / beta) is -0.6 / -0.6 eV. Its charge is -1. The calculation puts the total energy at -775.49552 Ha. As for the relative energy (zero: lowest compared OMol25 entry of this formula, charge and spin): 3.2224 eV. The orbital gap (alpha / beta) is 0.07385 / 0.07375 hartree.

Structure (XYZ):
```
15
Properties=species:S:1:pos:R:3:lowdin_charge:R:1
C 2.61958 -0.39835 -0.28292 -0.801
O -2.35427 1.46036 -0.39072 -0.118
Na 4.53605 1.27578 0.11357 0.658
O -3.41273 0.62979 1.37084 -0.116
H 0.59536 -1.52256 1.30139 0.094
H -1.19111 -0.99217 -1.87190 0.012
C -2.48004 0.62209 0.53236 -0.819
Li -4.03682 2.26025 0.38518 0.781
O -1.63923 -0.43925 0.61186 -0.014
C -0.54211 -0.54548 -0.24326 -0.315
O 2.49730 0.39108 0.68131 -0.084
C 0.47564 -1.35884 0.22706 -0.213
O 3.56280 -0.39757 -1.10995 -0.097
O 1.66306 -1.34350 -0.51533 -0.036
H -0.29348 0.35836 -0.80949 0.069
```

Entry 3:
DFT (ωB97M-V/def2-TZVPD) results for an isolated molecule of C24H28N2O5S.

For the molar mass, the calculation gives 456.56 g/mol. As for the LUMO energy: 0.016 Eh. Its highest occupied orbital energy is -8.6 eV. The SMILES is COc1cccc(CNC(=O)CCS(=O)(=O)c2ccc3c(c2)C[C@@H](C)N3C(=O)C2CC2)c1. Its charge is 0. The calculation puts the total energy at -1815.25854 Ha. As for the relative energy (zero: lowest compared OMol25 entry of this formula, charge and spin): 1.3520 eV. The orbital gap is 0.33247 hartree.

Structure (XYZ):
```
60
Properties=species:S:1:pos:R:3:lowdin_charge:R:1
C 1.81646 0.92673 0.57219 -0.121
C 0.70802 0.07789 0.67502 -0.126
C -1.81247 -2.82189 -1.18980 -0.069
C 1.15581 -1.34838 0.64931 -0.053
C -2.16908 -3.34832 1.12501 -0.008
H 6.86785 -0.91027 -1.18400 0.102
H 2.62367 -2.71773 -1.30281 0.085
H -1.43049 -0.04320 0.88518 0.103
C 1.66117 2.30568 0.63023 0.032
O -2.39131 3.57041 2.10469 -0.304
H 0.59160 -1.94520 -0.06730 0.099
H 2.24709 -1.07599 -1.84234 0.092
H -2.24030 3.47405 -2.62042 0.133
C -2.65385 3.60158 -0.52617 -0.200
H -1.09299 2.57865 -1.60553 0.104
H 2.51561 2.95744 0.57127 0.105
C 2.87605 -1.66763 -1.18068 -0.021
H -0.88376 -4.45639 -0.16326 0.106
H -4.09840 -0.06027 2.35648 0.066
H -4.01566 -0.63532 -2.36281 0.130
N 2.98371 0.17736 0.43847 0.062
O -4.19814 1.67267 -2.15993 0.072
H 0.22185 3.88018 0.84379 0.121
C -2.14449 2.84116 -1.73353 -0.124
H -1.33297 -3.03679 -2.13412 0.107
H -3.73084 3.74423 -0.58309 0.113
C 6.74794 0.32990 0.65798 -0.095
C 0.37866 2.81541 0.77500 -0.047
C -1.56134 -3.61869 -0.08203 -0.098
C 2.64491 -1.24267 0.26914 -0.287
C 5.38857 -0.24117 0.34492 -0.200
C -4.52290 -1.02622 2.64123 -0.064
C -0.71134 1.96815 0.84504 -0.286
O -3.59598 -2.08134 2.46895 -0.073
H -2.56973 -1.28832 -3.17819 0.124
H -1.33526 0.42732 -1.78518 0.132
H 1.01892 -1.80161 1.63305 0.133
C -0.56167 0.59002 0.80483 0.001
H 6.23165 0.77050 -1.44119 0.110
O 4.42605 1.91712 0.34868 0.081
H -1.98015 -3.95594 1.99570 0.117
C 6.41613 -0.03325 -0.74483 -0.095
N -2.30817 0.44543 -2.04791 0.090
H -2.15379 4.55547 -0.38574 0.103
C 4.24555 0.71589 0.37662 -0.387
C -3.31845 -1.48497 0.12724 0.012
H -3.98215 -0.63770 0.18773 0.109
H 5.19675 -1.25722 0.65445 0.125
H 3.25602 -1.85316 0.93947 0.138
H 6.77865 1.37896 0.90829 0.105
C -3.05617 -2.27335 1.24344 -0.275
C -2.94848 -0.84238 -2.25172 -0.113
S -2.36618 2.64464 1.00431 0.707
C -3.00417 1.59942 -1.97737 -0.519
H -5.43242 -1.20791 2.06079 0.102
O -3.28654 1.53741 1.05234 -0.313
H 7.43674 -0.28849 1.21213 0.104
C -2.69360 -1.75680 -1.08406 -0.212
H 3.91279 -1.52175 -1.47139 0.070
H -4.76498 -1.02333 3.70244 0.095
```

Q: Which value of charge does entry 3 give?
A: 0

Please write out number 2 again, unchanged.
DFT (ωB97M-V/def2-TZVPD) results for a structure of composition C4H3LiNaO6 in a non-equilibrium geometry.

For the molar mass, the calculation gives 176.99 g/mol. As for the LUMO energy (alpha / beta): 0.052 / 0.052 Eh. Its highest occupied orbital energy (alpha / beta) is -0.6 / -0.6 eV. Its charge is -1. The calculation puts the total energy at -775.49552 Ha. As for the relative energy (zero: lowest compared OMol25 entry of this formula, charge and spin): 3.2224 eV. The orbital gap (alpha / beta) is 0.07385 / 0.07375 hartree.

Structure (XYZ):
```
15
Properties=species:S:1:pos:R:3:lowdin_charge:R:1
C 2.61958 -0.39835 -0.28292 -0.801
O -2.35427 1.46036 -0.39072 -0.118
Na 4.53605 1.27578 0.11357 0.658
O -3.41273 0.62979 1.37084 -0.116
H 0.59536 -1.52256 1.30139 0.094
H -1.19111 -0.99217 -1.87190 0.012
C -2.48004 0.62209 0.53236 -0.819
Li -4.03682 2.26025 0.38518 0.781
O -1.63923 -0.43925 0.61186 -0.014
C -0.54211 -0.54548 -0.24326 -0.315
O 2.49730 0.39108 0.68131 -0.084
C 0.47564 -1.35884 0.22706 -0.213
O 3.56280 -0.39757 -1.10995 -0.097
O 1.66306 -1.34350 -0.51533 -0.036
H -0.29348 0.35836 -0.80949 0.069
```

Copy entry 2 word for word.
DFT (ωB97M-V/def2-TZVPD) results for a structure of composition C4H3LiNaO6 in a non-equilibrium geometry.

For the molar mass, the calculation gives 176.99 g/mol. As for the LUMO energy (alpha / beta): 0.052 / 0.052 Eh. Its highest occupied orbital energy (alpha / beta) is -0.6 / -0.6 eV. Its charge is -1. The calculation puts the total energy at -775.49552 Ha. As for the relative energy (zero: lowest compared OMol25 entry of this formula, charge and spin): 3.2224 eV. The orbital gap (alpha / beta) is 0.07385 / 0.07375 hartree.

Structure (XYZ):
```
15
Properties=species:S:1:pos:R:3:lowdin_charge:R:1
C 2.61958 -0.39835 -0.28292 -0.801
O -2.35427 1.46036 -0.39072 -0.118
Na 4.53605 1.27578 0.11357 0.658
O -3.41273 0.62979 1.37084 -0.116
H 0.59536 -1.52256 1.30139 0.094
H -1.19111 -0.99217 -1.87190 0.012
C -2.48004 0.62209 0.53236 -0.819
Li -4.03682 2.26025 0.38518 0.781
O -1.63923 -0.43925 0.61186 -0.014
C -0.54211 -0.54548 -0.24326 -0.315
O 2.49730 0.39108 0.68131 -0.084
C 0.47564 -1.35884 0.22706 -0.213
O 3.56280 -0.39757 -1.10995 -0.097
O 1.66306 -1.34350 -0.51533 -0.036
H -0.29348 0.35836 -0.80949 0.069
```